This record from the Open Molecules 2025 dataset describes C20H25ClN3O3PdS2 as an isolated structure. The level of theory is ωB97M-V with the def2-TZVPD basis set.

Structure (ORCA input):
```
! wB97M-V def2-TZVPD RIJCOSX def2/J DEFGRID3
* xyz 1 5
Pd -1.254 -0.270 0.317
Cl 0.306 2.672 -6.332
S -1.987 -0.666 -1.917
S -3.036 -1.693 1.009
O 0.599 -1.447 -0.004
O 0.943 0.636 -0.721
O 3.110 -0.061 -2.145
N 0.149 -0.597 3.914
N 0.778 1.631 3.848
N -0.475 0.736 2.089
C -5.818 -3.018 -1.464
C -3.886 -1.995 -0.428
C 3.032 1.681 -3.654
C 1.251 -0.560 -0.614
C 0.565 2.981 3.368
C 2.360 2.330 -4.649
C 0.128 0.587 3.241
C 2.042 1.428 4.550
C -0.286 -1.815 3.253
C 1.174 0.008 -3.570
C -4.212 -1.866 -2.851
C 1.120 1.844 -5.101
C 0.532 0.675 -4.558
C 4.342 2.158 -3.121
C -5.367 -2.578 -2.734
C -0.075 -0.623 5.357
C -5.097 -2.734 -0.345
C -3.432 -1.551 -1.712
C 2.514 -1.080 -1.314
C 2.418 0.506 -3.084
H 4.675 3.047 -3.650
H -0.428 0.337 -4.922
H 1.142 3.205 2.461
H 4.253 2.386 -2.057
H -1.110 -0.913 5.566
H -1.375 -1.898 3.243
H 3.281 -1.325 -0.585
H 5.102 1.381 -3.217
H -5.429 -3.061 0.632
H 2.770 3.227 -5.093
H -0.493 3.151 3.174
H -5.950 -2.810 -3.616
H -6.740 -3.579 -1.388
H 2.848 1.934 4.013
H 2.003 1.832 5.564
H 0.727 -0.883 -3.152
H -0.193 1.623 1.685
H 2.279 -1.970 -1.896
H 0.100 0.348 5.805
H 2.281 0.371 4.602
H 0.587 -1.354 5.822
H 0.101 -1.861 2.241
H 0.888 3.674 4.143
H 0.109 -2.661 3.815
H -3.866 -1.521 -3.817
*
```

The highest occupied orbital energy (spin up / spin down) comes out at -9.9933 / -10.2883 eV. Its expectation value of S² is 6.045. For the HOMO-LUMO gap (spin up / spin down), the calculation gives 0.2695 / 0.1475 hartree.

Results of the Mulliken charge analysis, in e, for atoms 1 through 8:
1. Pd 0.058
2. Cl -0.126
3. S -0.163
4. S -0.373
5. O -0.737
6. O -0.649
7. O -0.437
8. N 0.118

This record from the Open Molecules 2025 dataset describes an isolated ion of composition C20H25ClN3O5S and charge +1. The level of theory is ωB97M-V with the def2-TZVPD basis set.

Structure (ORCA input):
```
! wB97M-V def2-TZVPD RIJCOSX def2/J DEFGRID3
* xyz 1 1
Cl 3.730 0.679 4.259
S 2.727 2.678 1.904
O -0.535 -4.978 -4.028
O 3.991 3.005 2.472
O 2.390 3.139 0.593
O -0.528 1.621 1.751
O 0.361 -2.479 -0.691
N -0.959 -2.416 -2.883
N -0.621 -0.443 -0.467
N 1.536 3.177 3.001
C -0.576 3.014 1.788
C -1.775 5.013 1.178
C 2.459 0.899 1.908
C -1.447 -1.025 -2.751
C 1.695 0.428 0.865
C 0.398 3.787 2.426
C -0.836 5.779 1.847
C 1.294 -0.905 0.840
C 0.319 -1.355 -0.170
C 0.512 -4.045 -3.966
C -0.030 -2.612 -4.016
C -1.421 -4.817 -2.953
C 1.770 -1.777 1.821
C -0.670 1.019 3.031
C 2.555 -1.305 2.854
C -2.042 -3.415 -2.970
C -1.646 3.636 1.161
C -1.790 -0.690 -1.295
C 2.867 0.053 2.930
C 0.243 5.168 2.457
H 0.128 1.330 3.706
H -2.385 3.020 0.669
H -0.615 -0.057 2.874
H -2.196 -5.575 -3.073
H 1.444 1.130 0.086
H -2.611 5.481 0.685
H -0.902 -4.977 -1.996
H -0.934 6.852 1.881
H -2.328 -0.887 -3.382
H 2.907 -1.971 3.625
H -2.391 0.219 -1.281
H -2.726 -3.300 -2.130
H -0.394 -2.597 -1.946
H 0.990 5.763 2.961
H 1.973 3.755 3.707
H -0.567 -2.447 -4.954
H -0.619 0.405 0.093
H -2.388 -1.498 -0.858
H -1.638 1.279 3.468
H 1.097 -4.181 -3.044
H -0.664 -0.345 -3.095
H 1.492 -2.819 1.781
H 0.795 -1.904 -3.938
H -2.589 -3.268 -3.906
H 1.150 -4.238 -4.829
*
```

The highest occupied orbital energy comes out at -11.4447 eV. For the HOMO-LUMO gap, the calculation gives 0.3227 hartree.

Results of the Mulliken charge analysis, in e, for atoms 1 through 8:
1. Cl -0.147
2. S 1.426
3. O -0.399
4. O -0.681
5. O -0.666
6. O -0.157
7. O -0.845
8. N 0.447

Energy above the lowest of the compared OMol25 structures with the same formula, charge and spin across the listed records, respectively: 0.0 0.0 kcal/mol.
Total energy across the listed records, respectively: -2551.27779 -2175.74241 Ha.